(1)
83
Properties=species:S:1:pos:R:3 method="wB97M-V/def2-TZVPD" e_lumo_ev=-1.2 e_tot_ha=-2067.78067 homo_lumo_gap_ev=3.612
C -1.298 -5.940 1.357
H 1.685 4.427 2.426
C -0.235 -4.856 3.816
H 0.470 -6.170 -3.369
H 4.175 -1.281 -1.421
H -0.800 2.498 -2.452
O 0.658 -4.535 -2.047
H -2.606 6.415 -3.971
C -0.994 2.092 0.602
C 1.668 3.381 2.763
H -1.804 -6.254 2.275
O -0.344 -2.050 0.025
H -0.579 -4.760 -3.732
C -0.118 -5.175 1.433
H 1.611 2.209 4.554
C -3.589 6.467 -3.484
N 3.187 -2.423 0.055
H -0.321 -5.911 4.110
O 1.245 2.879 0.254
C 0.488 -4.748 0.256
H -1.235 -4.404 3.749
H 4.782 -1.139 0.247
H 3.703 2.115 -4.442
O -1.327 1.013 2.757
C 1.041 1.396 -2.419
C 3.879 -1.221 -0.363
C -1.600 0.308 4.985
H 4.844 -3.427 1.032
H -0.386 4.602 -0.222
H -4.356 6.722 -4.215
H 2.444 4.283 -4.649
H -1.420 1.300 5.415
C 0.406 -5.073 -3.363
C 1.695 3.257 4.253
C 2.038 3.468 -4.052
H 0.187 4.510 -3.550
C -2.291 0.396 3.654
C 0.771 3.590 -3.456
C -3.272 4.520 -2.053
H 0.885 3.818 4.732
H -3.576 7.206 -2.671
C 0.776 -1.862 -0.491
C 3.811 -3.477 0.727
C 2.277 1.247 -3.092
C 1.091 -0.799 -1.438
H 2.478 2.811 2.295
N 1.690 -3.974 0.367
H 1.193 -4.652 -3.988
C -0.028 -5.057 -0.997
H 3.259 -0.329 -0.219
O -2.890 0.731 1.183
C -2.066 5.018 -1.489
H -2.720 -6.859 0.034
C -1.314 4.219 -0.643
C -1.742 2.905 -0.280
C 2.884 -4.435 0.923
H 2.941 -5.396 1.407
C -1.804 -6.273 0.100
C 0.244 2.512 -2.755
H -1.545 -6.190 -2.057
H -3.205 1.009 3.717
C -1.809 1.229 1.522
H -2.219 -0.251 5.689
H -4.646 2.853 -2.127
O -4.008 5.171 -2.996
C -3.716 3.217 -1.697
H -2.538 -0.599 3.260
H -0.642 -0.207 4.883
H -3.365 1.480 -0.538
H -1.698 6.017 -1.733
C -1.169 -5.876 -1.078
C 0.330 2.619 1.036
O 0.426 2.784 2.357
H 1.756 -1.118 -2.249
O 0.476 -4.728 2.568
H -0.325 0.695 -0.833
H 2.861 0.329 -2.961
H 2.644 3.638 4.628
H 0.383 -4.309 4.526
C 1.890 -2.745 -0.168
C -2.967 2.439 -0.853
C 0.540 0.440 -1.441
C 2.758 2.267 -3.918

(2)
86
Properties=species:S:1:pos:R:3 method="wB97M-V/def2-TZVPD" e_lumo_ev="-3.7 / -2.0" charge=+1 spin_multiplicity=4 e_tot_ha=-8550.84605 homo_lumo_gap_ev="6.237 / 8.140"
H -2.739 2.182 -0.073
H -2.858 0.605 0.720
C 1.117 4.601 -2.187
H 3.017 2.752 -1.227
H -3.456 -3.674 1.772
H 3.365 4.592 3.683
H -1.729 4.194 -2.979
H -5.531 -0.025 -2.751
H -1.971 -7.725 -1.035
C 4.369 -3.076 -0.802
H 0.214 1.183 4.487
Se -1.691 -1.298 -1.429
N 0.878 -4.061 -1.190
H -6.573 -0.737 -0.445
C 1.193 2.995 0.845
C 2.759 4.149 2.903
H 4.731 -4.095 -0.749
H 1.659 -7.571 1.270
H 1.878 6.007 2.287
C -1.083 -7.180 -0.742
C 2.090 -3.983 -0.526
C -0.949 1.352 2.686
C -1.707 3.813 3.525
H 3.421 2.138 3.276
H -1.996 4.805 3.853
C 4.757 -0.711 -1.089
H -5.604 -2.466 1.469
H 0.685 5.523 -1.783
C 2.023 2.212 1.660
C -0.470 1.787 3.901
C -2.166 3.333 2.305
C 2.999 -2.832 -0.691
Si 0.077 3.134 -1.728
C -2.208 1.469 0.550
C -1.699 3.632 -2.035
H -0.422 -8.741 0.580
H 1.419 1.667 -3.229
H -2.817 3.946 1.687
C -2.855 -2.969 1.206
N 2.325 -5.022 0.216
H 1.118 4.686 -3.281
H 5.458 0.096 -1.241
C 0.330 -5.295 -0.879
C -0.195 -7.761 0.179
C -4.591 0.139 -2.231
H 0.601 -3.492 -1.972
C 0.372 1.682 -2.912
Br 7.078 -2.331 -1.144
C -0.837 -5.934 -1.291
H -1.511 -5.488 -2.014
H 4.236 1.815 -2.132
C 2.531 -1.526 -0.730
H -4.539 1.171 -1.888
C 3.670 1.884 -1.201
O 2.818 0.750 -1.040
C 3.400 -0.465 -0.966
N -3.754 -2.130 0.406
C -5.106 -1.968 0.653
Cl -0.373 -0.174 1.973
H 0.752 -2.011 -0.165
H -3.764 -0.058 -2.903
C -0.872 3.044 4.328
C 1.934 4.937 2.113
H -2.100 4.282 -1.249
O 1.195 -1.210 -0.484
H -0.514 3.428 5.275
H -0.267 1.751 -3.798
H -2.276 -2.355 1.890
C 1.232 -5.865 0.021
C -1.800 2.068 1.857
H 2.155 4.539 -1.845
H 0.483 5.001 0.537
H -2.185 -3.518 0.555
H 0.195 0.680 -2.487
C -3.397 -1.404 -0.669
C 5.223 -2.017 -0.990
N 0.382 2.431 -0.167
H 2.092 1.146 1.480
Cr -0.435 0.684 -0.256
C -5.579 -1.122 -0.280
C 1.154 4.370 1.113
H -2.363 2.768 -2.148
C 0.966 -7.120 0.568
C 2.789 2.778 2.671
H 4.353 1.986 -0.354
N -4.511 -0.779 -1.090

(3)
89
Properties=species:S:1:pos:R:3 method="wB97M-V/def2-TZVPD" e_lumo_ev="-0.3 / -0.3" spin_multiplicity=2 e_tot_ha=-6529.52748 homo_lumo_gap_ev="7.294 / 7.291"
H -3.882 0.939 -1.098
N -0.356 1.746 5.000
H -3.376 -2.002 2.220
C -3.888 0.273 0.944
S 0.150 3.756 0.453
C 1.335 -3.404 -0.851
C 1.529 3.171 1.311
C 5.345 1.600 -2.757
C 1.289 -1.315 3.430
H -3.742 -2.055 -0.240
C 3.929 1.454 -2.670
N 6.488 1.708 -2.836
H -3.113 2.569 2.145
H -2.098 3.983 -1.035
C 3.101 2.569 -2.492
C 1.810 -3.564 1.894
N -2.884 2.360 0.047
H -2.414 -0.673 2.910
N -0.013 -2.692 -2.837
C -1.256 1.290 6.050
H 1.203 -0.276 3.724
C 2.174 3.965 2.247
C -2.517 -1.338 2.055
C -3.107 3.182 1.249
C 3.343 0.199 -2.805
H -0.713 -2.176 -2.335
N -0.908 1.360 2.634
H -4.788 -0.351 0.848
C 1.177 -2.447 1.373
H 2.349 -1.566 3.414
H 1.979 -3.675 2.955
N 4.030 2.977 3.725
H -1.174 -2.751 -7.318
O 0.298 -1.250 -0.512
C 2.235 -4.564 1.033
C 0.568 -3.853 -6.704
H 0.756 -1.961 4.134
H 2.263 -4.871 -5.852
Br 3.121 -6.075 1.756
H 0.767 -4.198 -7.711
H 1.545 -0.918 -2.953
Yb -0.448 1.124 0.240
C 1.405 -4.237 -5.677
H -1.976 -2.178 -0.277
H -0.798 0.471 6.609
C 1.738 2.419 -2.396
C -0.638 1.547 3.746
H -3.905 0.711 1.941
H -2.796 -0.935 -1.247
H 0.747 -1.012 -1.343
O 0.722 -1.414 2.123
C 1.968 0.064 -2.735
H -0.853 1.866 -2.676
C -0.542 -3.025 -6.483
C -0.331 1.005 -2.250
C 1.123 1.156 -2.472
N 1.291 6.302 2.860
C -0.849 -2.553 -5.222
H 1.470 1.537 6.017
H 3.547 3.553 -2.424
H -0.703 0.110 -2.765
S 2.051 1.548 1.001
H 1.121 3.293 -2.237
H -4.940 1.861 -0.027
C 1.698 5.264 2.568
H 0.798 3.186 6.002
C 1.052 -3.378 -2.291
C 0.943 2.279 5.414
H 2.336 -5.288 -0.990
C 0.947 -2.369 -0.003
H 1.555 2.518 4.550
H -4.059 3.725 1.179
H -1.704 -1.912 -5.045
C -0.008 -2.948 -4.188
H -2.193 0.942 5.623
C -2.809 -1.478 -0.301
C 2.012 -4.503 -0.323
H -2.299 3.903 1.345
H -3.860 3.810 -1.164
H -2.786 2.694 -2.034
H -1.461 2.112 6.736
N 1.735 -4.027 -3.190
N -2.678 -0.549 0.829
C -3.957 1.375 -0.100
C -2.910 3.263 -1.114
H 3.965 -0.669 -2.980
H -1.613 -1.944 1.984
C 3.231 3.440 3.032
C 1.107 -3.782 -4.393

(4)
90
Properties=species:S:1:pos:R:3 method="wB97M-V/def2-TZVPD" e_lumo_ev=-4.0 charge=+1 e_tot_ha=-3821.83989 homo_lumo_gap_ev=6.416
H -3.394 1.878 0.218
H 0.829 1.846 3.960
C -5.138 -4.214 1.003
C -0.780 2.242 -3.685
S -1.799 1.936 -2.240
H -0.013 3.406 3.834
C 1.878 1.652 -1.531
C -3.735 -1.808 1.011
H 0.384 -1.692 5.090
C -5.207 -3.367 -0.091
H 2.973 -0.890 -4.147
N -1.815 -3.891 -1.661
O -1.817 -0.346 -3.531
H -3.888 0.499 2.938
P -2.742 -0.292 0.966
O 0.322 -5.788 -2.981
C 1.635 -4.273 -1.935
H -2.025 -2.665 -4.773
H -2.042 3.570 -0.525
C 0.539 -2.043 4.081
H 1.484 4.308 0.487
C 0.218 -1.226 3.006
C 2.710 2.081 -2.553
C -1.741 -1.448 -2.989
C 1.232 4.299 1.547
O -1.280 -2.689 0.222
C 3.082 1.170 -3.532
C 1.457 -4.254 -0.550
H -2.322 1.306 2.711
C -4.370 -3.859 2.104
C 1.070 -3.296 3.826
H -1.713 -4.981 0.102
H -2.022 -4.825 -3.502
C 1.896 -0.505 -2.330
C -2.841 0.351 2.668
N -1.472 -1.558 -1.636
H 1.518 2.325 -0.766
C -0.073 2.165 1.432
C 1.281 -3.680 2.508
N 1.150 -1.909 -0.638
C 1.521 -5.570 -2.730
C -4.510 -2.167 -0.089
O -0.961 1.098 -1.275
C 1.196 -3.049 0.064
H -5.683 -5.146 1.003
H 3.048 2.540 2.131
C -3.806 0.880 0.076
C 1.824 -3.053 -2.601
C 2.667 -0.148 -3.425
H -4.316 -4.515 2.961
H 1.736 3.354 4.087
C -3.667 -2.667 2.106
H 0.243 2.440 -3.372
O 2.281 2.113 1.733
H -3.054 -2.418 2.962
C -1.915 -2.696 -3.702
H -2.168 4.266 -2.167
Ti -0.341 -0.446 -0.135
H -5.810 -3.634 -0.948
C 0.927 -2.806 1.497
C -1.932 -3.859 -3.028
H -0.175 -0.230 3.157
C -1.916 -5.162 -0.950
H -1.196 3.119 -4.174
H -0.569 3.855 -1.472
H 1.734 -4.630 2.269
H 2.119 -3.051 -3.640
C -1.620 3.577 -1.528
C -1.537 -2.743 -1.004
O 2.560 -6.160 -2.978
H -2.926 -5.552 -1.059
H 3.709 1.478 -4.357
N 1.482 0.393 -1.427
H -3.841 0.641 -0.984
H -1.192 -5.852 -1.384
O 0.128 0.925 1.079
H 1.438 -5.181 0.006
C 1.130 2.869 2.073
C 0.899 2.867 3.586
H 2.020 4.829 2.084
H 3.048 3.107 -2.585
H 0.294 4.826 1.693
H -0.848 1.374 -4.331
H -2.402 -0.344 3.379
H -4.574 -1.520 -0.952
C 1.600 -1.888 -1.908
H 1.336 -3.958 4.637
N 0.384 -1.601 1.744
O -1.161 2.705 1.387
H -4.818 0.846 0.485

(5)
90
Properties=species:S:1:pos:R:3 method="wB97M-V/def2-TZVPD" e_lumo_ev=-3.9 charge=+1 e_tot_ha=-3821.86032 homo_lumo_gap_ev=6.731
N -1.121 3.497 -1.140
H 0.200 -4.909 -1.711
H 0.349 0.136 5.749
H -1.625 1.708 -3.048
S -3.384 0.271 -0.299
H -0.883 4.139 2.841
N 0.464 2.034 0.578
H 3.791 -1.997 -5.001
H 4.588 -1.881 -1.052
H -4.189 2.420 -0.925
N 0.212 -0.748 2.077
C 0.233 -2.174 -3.524
H 2.133 -1.894 -1.211
N 1.235 -0.862 4.170
H -0.771 -2.235 -3.120
H 3.305 -0.969 4.453
C 0.229 -0.135 4.711
H 2.340 -0.723 5.922
C 2.033 -3.199 -4.740
C -0.365 -3.852 0.075
C -2.471 4.265 0.675
H -1.626 0.884 4.408
H -5.390 1.459 0.011
C 1.428 1.745 -2.584
C 1.771 2.139 2.601
O 1.487 2.179 5.316
O -1.530 0.460 1.683
O -2.233 -3.279 -1.380
C -0.210 -5.132 -0.726
C -1.361 3.590 0.170
O -1.998 0.825 -0.723
C -1.392 -2.934 -0.598
H -1.168 -5.633 -0.850
N 1.868 -0.202 -0.063
H -4.208 5.413 0.163
O 2.073 -2.026 2.398
C -0.772 -0.008 2.616
C -0.853 0.262 3.986
C 3.832 0.810 0.843
C 0.750 -3.259 -4.214
H 5.700 -0.110 0.326
H -0.094 -4.725 2.016
C 2.794 -2.050 -4.584
C -4.082 -0.322 -1.826
C 1.218 -1.267 2.838
H -4.007 2.213 0.846
C -0.846 -4.127 1.498
H -1.780 -4.688 1.484
H -3.524 -1.218 -2.098
C 2.461 0.746 0.677
H -4.021 0.449 -2.592
H -1.732 4.005 -3.033
H 2.438 -4.047 -5.278
H 0.148 -4.149 -4.342
H -0.738 1.106 -4.483
C -0.200 3.435 2.386
H -5.118 -0.594 -1.627
C 0.697 2.967 4.750
P 0.267 0.363 -2.432
H 1.625 1.956 -3.636
C -3.345 4.875 -0.208
H 2.399 -2.328 5.132
C 1.551 1.717 1.308
H 1.224 -2.998 0.956
C 0.790 2.903 3.204
H 4.259 1.599 1.446
O -1.301 -1.638 -0.220
H 2.366 1.529 -2.075
C 2.278 -0.960 -3.896
C -0.336 3.003 1.077
C 4.624 -0.137 0.216
C -3.093 4.788 -1.568
H -1.821 0.025 -3.588
C -1.120 0.853 -3.494
H 2.595 1.771 3.198
H -1.001 -3.197 2.046
H 2.886 -0.072 -3.779
C 2.638 -1.122 -0.660
C 4.015 -1.115 -0.549
Ti -0.354 -0.119 0.094
C 2.394 -1.251 4.975
H -3.738 5.261 -2.295
H 0.953 2.604 -2.108
H 0.480 -5.796 -0.206
O 0.855 -3.141 0.062
O -0.200 3.693 5.184
C 0.994 -1.017 -3.358
H -2.656 4.311 1.738
C -4.344 1.751 -0.080
C -1.969 4.085 -1.977

Energy above the lowest of the compared OMol25 structures with the same formula, charge and spin in kcal/mol, matching the order above: 0.0 39.0 10.4 12.8 0.0